No. 1
Formula: C3H6BrO2P
Source: the OMol25 dataset
Level of theory: ωB97M-V with the def2-TZVPD basis set

XYZ file:
```
13
Properties=species:S:1:pos:R:3:mulliken_charge:R:1
Br -4.897 0.182 0.602 0.06
P -4.385 -0.452 -1.348 0.30
O -2.074 -1.497 0.160 -0.52
O -0.847 0.184 -0.473 -0.34
C 0.235 -1.556 0.839 -1.01
C -0.945 -1.050 0.296 0.78
C 0.294 1.025 -0.400 -0.84
H 0.574 0.998 0.611 0.39
H 1.024 0.599 -1.021 0.32
H 0.334 -2.340 1.534 0.28
H -3.407 0.520 -1.597 0.11
H -0.083 1.979 -0.677 0.22
H 1.098 -0.890 0.803 0.25
```

Its HOMO-LUMO gap (alpha / beta) is 3.81 / 3.71 eV. For the total energy, the calculation gives -3183.58392 Eh. The energy above the lowest of the compared OMol25 structures with the same formula, charge and spin is 106.3 kcal/mol. For the LUMO energy (alpha / beta), the calculation gives -3.3 / -3.3 eV.

=====

No. 2
Formula: C5H4N2
Source: the OMol25 dataset
Level of theory: ωB97M-V with the def2-TZVPD basis set

XYZ file:
```
11
Properties=species:S:1:pos:R:3:mulliken_charge:R:1
N -0.575 -0.384 1.024 0.25
N 0.324 -1.363 1.054 -0.74
C -0.125 0.734 0.388 0.26
C -1.794 0.886 -1.434 -0.20
C -1.075 1.264 -0.538 -0.35
C 1.203 0.496 0.089 -0.30
C 1.405 -0.835 0.487 -0.31
H 2.269 -1.456 0.303 0.42
H 1.863 1.148 -0.462 0.37
H -1.947 0.085 -2.121 0.31
H -1.549 -0.575 1.209 0.30
```

The structure (SMILES) is C#Cc1ccn[nH]1. Its HOMO-LUMO gap is 9.40 eV. For the total energy, the calculation gives -302.29690 Eh. The energy above the lowest of the compared OMol25 structures with the same formula, charge and spin is 82.5 kcal/mol. For the LUMO energy, the calculation gives 0.5 eV.

=====

No. 3
Formula: C31H34IrN6O4S2Si
Source: the OMol25 dataset
Level of theory: ωB97M-V with the def2-TZVPD basis set

XYZ file:
```
79
Properties=species:S:1:pos:R:3:mulliken_charge:R:1
Ir 0.877 0.527 0.760 2.81
S 1.951 2.147 2.087 -0.54
S 2.191 1.886 5.023 -0.33
Si -0.899 1.348 -1.730 -0.43
O -0.663 0.894 2.016 -0.29
O 2.405 0.092 -0.592 -0.63
O 3.545 0.417 3.445 -0.39
O 1.015 -1.033 2.338 -1.30
N 0.130 -0.688 3.251 1.21
N -0.207 -1.005 -0.428 0.85
N 3.685 1.977 -0.688 0.00
N 2.704 -1.726 -3.516 -0.74
N -0.727 0.236 3.115 -1.13
N 5.361 1.910 -3.750 -0.66
C -0.651 -1.790 6.704 -0.60
C -1.398 -3.627 -0.878 -0.76
C 0.673 -2.211 -0.488 -1.00
C 0.397 1.829 -4.202 -0.44
C 0.109 -1.446 4.469 0.13
C 0.342 2.041 -0.549 -1.17
C -1.775 2.825 -4.062 -0.44
C 3.666 0.433 -2.513 0.13
C -0.410 -0.473 -1.809 -0.13
C -1.538 -1.373 0.180 -0.67
C -4.338 2.166 0.497 -0.75
C -0.656 -1.027 5.550 -0.32
C 3.219 0.838 -1.227 0.88
C -0.778 2.045 -3.474 0.61
C 0.112 -2.949 6.784 -0.45
C 3.152 -0.759 -3.069 0.05
C -1.728 -2.868 0.401 -1.04
C -5.035 1.017 -1.492 -0.81
C -0.438 3.134 -6.037 -0.47
C -1.610 3.365 -5.331 -0.66
C -5.348 1.618 -0.279 -0.47
C -2.681 1.511 -1.147 0.02
C 4.606 1.213 -3.217 -0.32
C 0.068 -3.374 -1.269 -0.80
C -3.018 2.113 0.065 -0.17
C 0.880 -3.341 5.700 -0.81
C 4.131 0.015 2.206 -0.33
C 0.887 -2.589 4.534 -0.19
C 2.623 1.373 3.516 0.42
C -3.716 0.967 -1.916 0.25
C 0.569 2.365 -5.469 -0.67
H 1.487 -4.235 5.758 0.38
H 4.261 2.593 -1.235 0.23
H -6.376 1.655 0.060 0.37
H 0.168 -3.196 -2.341 0.24
H -2.768 -3.028 0.695 0.51
H 1.199 2.399 -1.129 0.78
H -2.239 2.522 0.697 0.29
H 1.489 -2.863 3.681 0.44
H -2.065 -3.269 -1.669 0.26
H -1.679 -0.828 1.106 0.22
H 1.490 2.185 -6.009 0.46
H -2.695 3.018 -3.520 0.31
H -1.597 -4.694 -0.765 0.45
H -1.081 -1.121 -2.384 0.54
H -3.485 0.492 -2.865 0.47
H -0.033 2.913 -0.001 0.67
H 4.964 -0.626 2.487 0.37
H -1.240 -1.468 7.553 0.37
H -1.108 -3.217 1.231 0.31
H -1.229 -0.115 5.482 0.46
H -2.315 -1.027 -0.502 0.21
H 3.302 2.280 0.201 0.09
H 0.115 -3.534 7.694 0.38
H 1.609 -1.907 -0.941 0.01
H 0.562 -0.509 -2.308 -0.39
H -2.397 3.969 -5.768 0.39
H 4.494 0.878 1.651 0.33
H 0.681 -4.252 -1.051 0.57
H -0.308 3.556 -7.026 0.36
H -4.574 2.628 1.448 0.43
H 1.202 1.238 -3.774 0.19
H -5.819 0.588 -2.105 0.40
H 3.423 -0.542 1.600 -0.10
H 0.876 -2.500 0.542 0.60
```

Its HOMO-LUMO gap is 7.38 eV. For the total energy, the calculation gives -3021.45264 Eh. Its total charge is -1. The energy above the lowest of the compared OMol25 structures with the same formula, charge and spin is 0.0 kcal/mol. For the LUMO energy, the calculation gives 2.4 eV.

=====

No. 4
Formula: C3H5N3
Source: the OMol25 dataset
Level of theory: ωB97M-V with the def2-TZVPD basis set

XYZ file:
```
11
Properties=species:S:1:pos:R:3:mulliken_charge:R:1
N 0.883 0.746 -0.012 -0.16
N -1.211 1.622 0.217 -0.74
N 0.709 -1.487 -0.169 -0.52
C 1.495 -0.482 -0.149 -0.09
C -0.647 -0.943 -0.026 -0.30
C -0.488 0.585 0.080 0.48
H -2.206 1.447 0.278 0.23
H 1.258 1.679 0.041 0.21
H -1.252 -1.239 -0.892 0.26
H -1.119 -1.373 0.864 0.26
H 2.577 -0.554 -0.233 0.37
```

The structure (SMILES) is [H]/N=C1\CN=CN1. Its HOMO-LUMO gap is 9.96 eV. For the total energy, the calculation gives -281.57424 Eh. The energy above the lowest of the compared OMol25 structures with the same formula, charge and spin is 9.9 kcal/mol. For the LUMO energy, the calculation gives 1.0 eV.

=====

No. 5
Formula: C3H4FO3P
Source: the OMol25 dataset
Level of theory: ωB97M-V with the def2-TZVPD basis set

XYZ file:
```
12
Properties=species:S:1:pos:R:3:mulliken_charge:R:1
P 1.665 -0.459 -0.250 0.80
F -2.255 0.016 -0.878 -0.32
O 2.629 -0.032 -1.330 -0.81
O 1.065 -1.843 -0.469 -0.81
O 2.116 -0.150 1.204 -0.81
C -1.337 -0.119 1.235 -0.74
C -1.153 0.211 -0.063 0.49
C 0.065 0.681 -0.777 -0.83
H -2.295 -0.554 1.605 0.21
H -0.741 0.036 2.145 0.29
H 0.397 1.688 -0.566 0.31
H -0.155 0.526 -1.856 0.22
```

The structure (SMILES) is C=C(F)CP(=O)([O-])[O-]. Its HOMO-LUMO gap is 6.06 eV. For the total energy, the calculation gives -783.67375 Eh. Its total charge is -2. The energy above the lowest of the compared OMol25 structures with the same formula, charge and spin is 2.8 kcal/mol. For the LUMO energy, the calculation gives 6.9 eV.

=====

No. 6
Formula: C18H33Br4ClF4N2O5PS2
Source: the OMol25 dataset
Level of theory: ωB97M-V with the def2-TZVPD basis set

XYZ file:
```
70
Properties=species:S:1:pos:R:3:mulliken_charge:R:1
Br 0.454 -4.587 -2.362 -0.12
Br 5.016 -0.107 -6.328 -0.14
Br 2.993 0.999 -3.460 -0.09
Br -0.912 -1.856 -4.407 -0.01
Cl 6.335 -1.474 0.375 -0.25
S 4.358 -0.882 0.547 1.11
S -2.213 0.907 -3.204 -0.28
P -0.994 1.027 -1.692 0.37
F -5.211 -0.802 5.026 -0.24
F -3.010 -1.069 4.823 -0.21
F -5.086 1.616 3.954 -0.32
F 0.835 1.722 0.728 -0.45
O -3.269 0.527 -0.519 -0.41
O 0.300 0.151 -2.083 0.20
O 3.553 -2.062 0.409 -0.55
O 4.100 0.126 -0.446 -0.46
O -0.539 2.571 -1.558 -0.52
N -1.928 0.410 -0.226 0.76
N 0.613 -0.558 0.768 0.09
C -1.694 -1.102 -0.241 -0.57
C -1.305 -4.411 -3.179 -0.55
C -2.254 0.266 2.313 -2.12
C 2.021 0.899 3.075 -1.32
C 2.859 -0.417 2.900 -0.64
C -4.070 -0.303 4.619 0.55
C 0.098 0.685 1.317 0.46
C -0.369 -1.573 0.416 -0.64
C 5.456 1.157 -4.915 -0.62
C 4.223 -0.120 2.187 -0.99
C -3.975 1.684 -0.078 0.33
C -1.458 0.898 1.099 -0.61
C -3.973 0.865 4.027 -0.13
C 4.914 0.707 -3.585 -0.63
C -1.222 -3.776 -4.542 -0.58
C 0.495 0.744 2.832 -0.75
C -3.604 3.066 -0.681 -1.21
C -2.637 1.326 3.410 -0.44
H -4.357 3.780 -0.290 0.47
H 5.083 -0.348 -3.388 0.39
H -0.595 -2.155 1.336 0.28
H -0.019 -0.600 -2.639 -0.16
H -1.729 -1.385 -1.312 0.44
H 4.448 0.957 2.094 0.42
H -0.033 2.751 -2.377 0.36
H -0.424 -4.182 -5.158 0.39
H 0.023 1.663 3.242 0.43
H -5.032 1.510 -0.359 0.45
H -1.584 1.991 1.233 0.68
H 6.544 1.191 -4.892 0.39
H -1.779 -0.640 2.713 0.73
H 2.133 1.202 4.136 0.43
H -4.035 1.832 1.022 -0.16
H 3.143 -0.763 3.914 0.45
H 2.309 -1.252 2.444 0.54
H -1.882 1.428 4.202 0.42
H 2.483 1.721 2.500 0.52
H 1.350 -0.432 0.080 0.20
H -1.920 -3.846 -2.484 0.26
H -2.583 -1.531 0.251 0.60
H -2.855 2.279 2.892 0.44
H 5.073 2.125 -5.226 0.37
H 0.113 -2.295 -0.271 0.26
H 0.159 -0.146 3.393 0.17
H -3.229 -0.072 1.903 1.03
H -2.169 -3.876 -5.069 0.36
H 5.041 -0.528 2.814 0.59
H -2.650 3.393 -0.216 0.25
H -3.579 3.104 -1.777 0.26
H -1.690 -5.427 -3.254 0.39
H 5.343 1.295 -2.776 0.32
```

Its HOMO-LUMO gap is 9.07 eV. For the total energy, the calculation gives -13484.49340 Eh. Its total charge is +1. For the LUMO energy, the calculation gives -2.6 eV.

=====

No. 7
Formula: C2H6N6
Source: the OMol25 dataset
Level of theory: ωB97M-V with the def2-TZVPD basis set

XYZ file:
```
14
Properties=species:S:1:pos:R:3:mulliken_charge:R:1
N 0.056 0.669 -0.351 0.34
N -2.304 -0.185 -0.274 -0.41
N 1.437 0.871 -0.227 -0.75
N -1.314 -1.173 0.253 -0.46
N 1.120 -1.344 -0.085 -0.30
N -0.538 1.773 0.338 -0.66
C 2.049 -0.288 0.067 -0.07
C -0.112 -0.723 -0.044 0.32
H 0.945 -2.186 0.800 0.39
H -2.083 0.727 0.009 0.30
H -3.092 -0.572 0.124 0.26
H 0.106 1.706 1.243 0.29
H 0.156 2.530 -0.197 0.39
H 3.132 -0.418 0.309 0.36
```

The structure (SMILES) is N/N=c1/[nH]cnn1N. Its HOMO-LUMO gap is 8.52 eV. For the total energy, the calculation gives -408.15831 Eh. The energy above the lowest of the compared OMol25 structures with the same formula, charge and spin is 86.4 kcal/mol. For the LUMO energy, the calculation gives 0.6 eV.

=====

No. 8
Formula: CH3N4O
Source: the OMol25 dataset
Level of theory: ωB97M-V with the def2-TZVPD basis set

XYZ file:
```
9
Properties=species:S:1:pos:R:3:mulliken_charge:R:1
O -1.686 -0.836 0.008 -0.18
N -1.617 0.944 -0.117 0.21
N -0.497 -1.117 0.191 0.15
N -0.548 1.295 0.009 -0.26
N 1.793 -0.384 0.075 -0.24
C 0.514 -0.471 0.037 0.38
H -2.589 1.187 -0.299 0.35
H 2.370 -0.916 -0.566 0.30
H 2.260 0.297 0.661 0.29
```

As for the expectation value of S²: 2.02. Its HOMO-LUMO gap (alpha / beta) is 6.70 / 7.89 eV. For the total energy, the calculation gives -333.59257 Eh. Its total charge is +1. As for the spin multiplicity: 3. The energy above the lowest of the compared OMol25 structures with the same formula, charge and spin is 46.6 kcal/mol. For the LUMO energy (alpha / beta), the calculation gives -4.7 / -8.3 eV.